This record from the Open Molecules 2025 dataset describes C18H41N2OP3RuSe as an isolated structure at a distorted geometry. The level of theory is the ωB97M-V functional and the def2-TZVPD basis.

Calculated values
- HOMO-LUMO gap (alpha / beta) (eV) = 6.77 / 3.40
- ΔE to the lowest compared entry with this formula, charge and spin (kcal per mole) = 0.0
- charge = +4
- HOMO energy (alpha / beta) (eV) = -19.7 / -20.4
- expectation value of S² = 6.057
- spin multiplicity = 5

Each line ends with the natural charge from an NBO analysis.
Geometry (Å):
Ru1 -1.35 0.74 -0.39  -0.142
Se1 -3.24 1.56 -1.57  0.402
P1 -0.94 -0.30 -2.39  1.199
P2 0.11 2.41 -0.88  1.095
P3 -2.22 -1.14 0.51  1.093
O1 1.81 -1.43 -0.42  -0.510
N1 3.06 -1.23 1.49  -0.638
N2 3.88 -2.41 -0.33  -0.335
C1 -0.18 0.72 1.62  -0.463
C2 0.62 -0.05 -3.34  -0.932
C3 2.83 -1.69 0.23  0.699
C4 -4.37 2.59 -0.38  -0.197
C5 -0.24 3.34 -2.40  -0.948
C6 -3.66 -1.84 -0.38  -0.937
C7 -6.58 3.56 -0.24  0.069
C8 0.40 3.70 0.39  -0.936
C9 -6.21 4.22 0.93  -0.078
C10 -5.67 2.72 -0.88  -0.161
C11 -3.98 3.26 0.80  -0.008
C12 -2.14 -0.07 -3.83  -0.919
C13 -1.05 -2.54 0.70  -0.939
C14 -0.77 -2.14 -2.53  -0.933
C15 -4.93 4.05 1.46  -0.198
C16 -2.78 -1.09 2.24  -0.936
C17 -0.84 1.58 2.71  -0.667
C18 1.84 1.82 -1.05  -0.966
H1 -0.75 -2.39 -3.60  0.284
H2 -3.35 -2.42 -1.26  0.257
H3 3.87 -1.53 2.02  0.448
H4 0.20 -2.39 -2.08  0.242
H5 0.27 4.31 -2.35  0.284
H6 0.09 2.80 -3.29  0.260
H7 1.40 -0.62 -2.82  0.243
H8 -7.56 3.69 -0.67  0.276
H9 0.88 4.56 -0.10  0.287
H10 -4.31 -1.01 -0.70  0.249
H11 -2.95 3.17 1.16  0.222
H12 4.49 -2.87 0.34  0.443
H13 -3.14 -0.48 -3.58  0.261
H14 2.29 -0.78 1.97  0.443
H15 1.87 0.73 -1.22  0.242
H16 -0.04 -0.33 1.91  0.199
H17 -0.54 4.02 0.84  0.243
H18 -4.66 4.55 2.39  0.279
H19 1.07 3.31 1.17  0.252
H20 -0.35 -2.29 1.50  0.231
H21 -4.21 -2.49 0.31  0.283
H22 -3.34 -2.02 2.45  0.284
H23 -2.22 0.99 -4.12  0.260
H24 -1.78 2.00 2.35  0.203
H25 -6.93 4.87 1.43  0.287
H26 2.36 2.02 -0.11  0.255
H27 3.58 -2.96 -1.13  0.455
H28 -1.09 0.98 3.59  0.266
H29 -0.47 -2.72 -0.20  0.247
H30 -1.58 -2.68 -2.04  0.246
H31 0.81 1.10 1.32  0.200
H32 0.47 -0.46 -4.35  0.284
H33 -5.93 2.18 -1.80  0.259
H34 -0.23 2.43 3.04  0.266
H35 -3.43 -0.22 2.40  0.249
H36 -1.92 -1.04 2.91  0.249
H37 -1.61 -3.45 0.96  0.285
H38 2.33 2.35 -1.88  0.287
H39 -1.72 -0.64 -4.68  0.280
H40 0.91 1.01 -3.42  0.244
H41 -1.33 3.51 -2.47  0.254

=====

This record from the Open Molecules 2025 dataset describes C3H6AgBrO as an isolated structure at a distorted geometry. The level of theory is the ωB97M-V functional and the def2-TZVPD basis.

Calculated values
- HOMO-LUMO gap (alpha / beta) (eV) = 3.27 / 3.28
- ΔE to the lowest compared entry with this formula, charge and spin (kcal per mole) = 22.4
- charge = +1
- HOMO energy (alpha / beta) (eV) = -11.1 / -11.1
- expectation value of S² = 0.752
- spin multiplicity = 2

Each line ends with the natural charge from an NBO analysis.
Geometry (Å):
Ag1 7.86 2.59 -2.49  0.996
Br1 3.20 3.38 -2.93  0.004
O1 -2.04 0.25 1.86  -0.541
C1 0.04 -0.72 1.16  -0.722
C2 -1.40 -0.38 1.00  0.584
C3 -2.06 -0.67 -0.32  -0.720
H1 0.33 -1.61 0.59  0.222
H2 0.25 -0.81 2.22  0.246
H3 -2.09 -1.74 -0.53  0.230
H4 -1.56 -0.06 -1.07  0.226
H5 -3.10 -0.35 -0.27  0.242
H6 0.59 0.13 0.77  0.234

=====

This record from the Open Molecules 2025 dataset describes a 2-piece molecular cluster, C6H7Cl3Si2 overall at a distorted geometry. The level of theory is the ωB97M-V functional and the def2-TZVPD basis.

Calculated values
- HOMO-LUMO gap (alpha / beta) (eV) = 6.25 / 7.34
- ΔE to the lowest compared entry with this formula, charge and spin (kcal per mole) = 70.6
- HOMO energy (alpha / beta) (eV) = -8.0 / -8.7

Each line ends with the natural charge from an NBO analysis.
Geometry (Å):
Cl1 2.05 -4.05 -3.58  -0.395
Cl2 3.09 0.09 1.47  -0.381
Cl3 2.03 -0.91 -4.75  -0.397
Si1 1.75 0.57 0.06  0.965
Si2 2.54 -2.09 -3.09  0.905
C1 -0.12 0.48 0.64  -0.428
C2 -1.02 1.11 -0.12  -0.230
C3 -2.34 1.12 0.28  -0.193
C4 -1.77 0.08 2.37  -0.198
C5 -2.72 0.57 1.52  -0.203
C6 -0.43 0.00 1.94  -0.200
H1 -0.66 1.59 -1.04  0.217
H2 4.13 -2.11 -2.85  -0.147
H3 -3.73 0.55 1.78  0.213
H4 -1.92 -0.16 3.38  0.210
H5 2.08 2.03 -0.26  -0.176
H6 -3.09 1.50 -0.45  0.219
H7 0.13 -0.39 2.71  0.218

=====

This record from the Open Molecules 2025 dataset describes a 2-piece molecular cluster, C5H4O2 overall at a distorted geometry. The level of theory is the ωB97M-V functional and the def2-TZVPD basis.

Calculated values
- HOMO-LUMO gap (alpha / beta) (eV) = 7.75 / 8.28
- ΔE to the lowest compared entry with this formula, charge and spin (kcal per mole) = 54.8
- HOMO energy (alpha / beta) (eV) = -6.8 / -10.5
- expectation value of S² = 2.019
- spin multiplicity = 3

Each line ends with the natural charge from an NBO analysis.
Geometry (Å):
O1 -0.26 -3.27 -3.27  -0.501
O2 -1.84 -2.22 -0.12  -0.468
C1 -0.60 -1.54 0.30  -0.005
C2 -0.38 -0.31 -0.49  -0.242
C3 0.45 0.69 -0.23  -0.346
C4 -0.79 -2.81 -0.48  0.249
C5 -0.56 -2.28 -2.81  0.439
H1 -1.00 -0.47 -1.36  0.241
H2 -0.35 -1.75 1.32  0.218
H3 0.55 1.49 -1.07  0.213
H4 1.23 0.60 0.46  0.201